No. 1
Here is a 10-piece molecular cluster, C6H31NO10 overall at a distorted geometry from the OMol25 dataset. Energies are from wB97M-V/def2-TZVPD.

Geometry (Å):
C  2.89952  0.34830  2.21830
C  1.74944  -0.47328  1.73505
N  1.15904  0.11659  0.58581
C  -1.28536  -1.34520  -2.17885
C  -0.31979  -0.24697  -1.46170
C  0.06708  -0.67734  -0.01841
C  -1.17175  -0.72700  0.72177
O  -1.13539  -0.19927  1.84265
H  3.12630  1.18108  1.62583
H  2.80410  0.54405  3.29137
H  3.79141  -0.23596  1.97308
H  2.05632  -1.53489  1.54833
H  1.07474  -0.57967  2.59258
H  0.91394  1.09299  0.82061
H  -0.66981  -2.34924  -2.03248
H  -2.21458  -1.47037  -1.87180
H  -1.25965  -1.12220  -3.30268
H  0.45196  -0.06921  -2.13512
H  -0.74186  0.84132  -1.11428
H  0.37505  -1.80145  -0.45060
H  -2.15543  -1.02701  0.28554
H  1.63753  -4.38468  1.35734
H  2.73190  -3.91697  0.24901
O  1.82384  -4.24973  0.52301
H  -3.40206  3.10540  -1.99594
H  -1.99640  2.69783  -1.45103
O  -2.37875  3.12360  -2.26601
H  1.43608  2.95929  -0.69688
H  2.18680  3.86184  0.32227
O  1.72531  3.84590  -0.45173
H  -0.62205  3.55812  2.47461
H  -0.21899  2.06229  2.96721
O  -0.36000  2.70960  2.15236
H  1.90439  -1.94705  -1.75963
H  2.69081  -1.12599  -0.89304
O  2.63680  -2.01089  -1.15721
H  -0.38957  1.86851  -3.78516
H  0.88281  1.91298  -4.68977
O  0.22397  1.38829  -4.32677
H  -1.32813  -4.47062  0.47598
H  0.00820  -4.01586  0.03101
O  -0.83872  -3.74870  0.13722
H  -2.72671  0.36740  2.51362
H  -3.92182  -0.54153  2.11803
O  -3.68413  0.28210  2.48737
H  -2.42559  2.91771  0.60359
H  -2.58629  1.29478  0.40028
O  -2.52452  2.19111  -0.01471

Summary:
Energy above the lowest of the compared OMol25 structures with the same formula, charge and spin, kcal/mol: 55.71
LUMO level (alpha / beta), eV: 2.8 / 2.8
HOMO-LUMO gap (alpha / beta), eV: 2.99 / 7.10
Multiplicity: 2
Total charge: -1
Calculated total energy, Ha: -1054.18851
E_HOMO (alpha / beta), eV: -0.17 / -4.33

No. 2
Here is a 10-piece molecular cluster, C6H31O10 overall at a distorted geometry from the OMol25 dataset. Energies are from wB97M-V/def2-TZVPD.

Geometry (Å):
C  -0.40716  -2.56233  1.55733
O  0.39240  -2.48480  0.34399
C  -1.05277  -1.19855  1.87203
C  -2.26413  -1.34443  2.77320
C  -3.64356  -1.58430  2.07747
C  -3.78828  -0.62669  0.90859
C  -3.54355  0.85905  1.20784
H  0.41711  -2.79539  2.24613
H  -1.18070  -3.30893  1.43457
H  -1.19164  -0.60965  0.98339
H  -0.30490  -0.75589  2.55178
H  -2.18833  -2.16673  3.54849
H  -2.42694  -0.40921  3.28362
H  -3.83050  -2.68442  1.85247
H  -4.43384  -1.24880  2.77242
H  -4.75945  -0.74048  0.42246
H  -3.03671  -0.80763  0.13657
H  -3.82255  1.09068  2.24573
H  -2.55422  1.25171  1.11167
H  -4.18604  1.49835  0.58862
H  2.04902  -2.17107  0.04599
H  3.19182  -1.18794  -0.20240
O  3.00836  -2.04908  0.26178
H  1.26280  0.03077  -1.86750
H  3.73320  0.23118  -1.56613
O  2.82197  0.20160  -1.26115
H  -0.79605  3.29037  -1.39771
H  -1.14309  3.64850  -2.92062
O  -1.08923  2.95824  -2.25402
H  1.28536  2.49541  0.10684
H  1.23576  3.24341  -1.29647
O  0.74985  3.11137  -0.47569
H  0.05570  0.85779  -1.30248
H  0.04192  -1.80283  -0.26439
O  0.27927  -0.00443  -1.69308
H  -0.53187  0.90339  -4.64662
H  -0.44274  0.17938  -3.36534
O  -0.99661  0.19548  -4.18332
H  2.34374  -1.22598  1.65362
H  3.13609  -1.27101  2.89585
O  2.30609  -0.88389  2.58851
H  2.33819  1.06936  1.60579
H  2.56357  0.89934  -0.02612
O  2.47069  1.59269  0.80687
H  2.78319  1.96966  -2.34227
H  1.47402  1.96852  -3.10333
O  2.35616  2.36139  -3.12380

Summary:
Energy above the lowest of the compared OMol25 structures with the same formula, charge and spin, kcal/mol: 31.60
LUMO level, eV: 3.0
HOMO-LUMO gap, eV: 9.49
Total charge: -1
Calculated total energy, Ha: -999.67470
E_HOMO, eV: -6.46

No. 3
Here is C6H32BN12O8Pd as an isolated structure at a distorted geometry from the OMol25 dataset. Energies are from wB97M-V/def2-TZVPD.

Geometry (Å):
N  -2.60968  -2.42384  2.11820
H  -2.76466  -2.60659  3.10877
H  -1.76413  -1.83255  1.88777
H  -3.44058  -1.96080  1.75000
H  -2.59441  -3.30182  1.59337
N  -3.71966  1.76109  1.22557
H  -2.88432  1.39500  1.69858
H  -3.48825  2.33849  0.40761
H  -4.28723  2.38970  1.79870
H  -4.27121  1.02146  0.79472
Pd  -0.10167  2.47571  -0.58467
B  -0.11287  4.42216  0.64861
H  -0.04632  4.34859  -0.51692
H  -0.35434  5.53801  0.91337
H  -0.99403  3.71392  0.96375
H  0.90393  4.01885  1.09181
C  -0.34288  0.21584  0.86076
O  -0.41394  -0.89465  1.51493
O  -1.33517  0.89328  0.40208
O  0.78602  0.73950  0.61876
C  -2.83207  -0.99046  -3.76223
O  -2.17731  -0.53915  -4.67818
N  -3.97540  -1.72445  -3.98402
N  -2.48371  -0.87194  -2.44393
H  -4.26430  -1.71457  -4.94870
H  -4.71128  -1.93065  -3.33447
H  -3.22405  -1.04139  -1.78971
H  -1.74531  -0.22323  -2.23314
C  1.49252  -0.65116  4.61366
O  2.25826  -0.61101  5.55855
N  1.85944  -0.54011  3.31290
N  0.14403  -0.86672  4.80876
H  1.08815  -0.47472  2.65713
H  2.75696  -0.17017  3.06440
H  -0.16138  -0.92665  5.76053
H  -0.42796  -0.95817  3.99047
C  1.71231  -3.52034  0.06805
O  2.17343  -4.49629  -0.48382
N  0.39293  -3.12345  0.07386
N  2.52741  -2.55066  0.59258
H  0.13035  -2.34517  0.68665
H  -0.33095  -3.69059  -0.32551
H  3.49818  -2.63150  0.35640
H  2.17854  -1.83700  1.20883
C  0.96986  0.09835  -2.71466
O  0.41646  1.13732  -2.31145
N  0.73585  -0.41006  -3.93686
N  1.71047  -0.67451  -1.86503
H  1.29904  -1.19736  -4.19901
H  0.11066  0.13027  -4.51179
H  1.70368  -0.27043  -0.93551
H  1.61176  -1.67772  -1.83606
C  3.22420  2.56497  -1.11626
O  2.09748  3.06469  -1.12035
N  4.18518  2.99496  -1.96381
N  3.56741  1.59436  -0.22718
H  5.08457  2.55516  -1.90286
H  3.94239  3.61959  -2.70919
H  2.81982  1.46318  0.43844
H  4.47778  1.18542  -0.15329

Summary:
LUMO level (alpha / beta), eV: -4.6 / -4.6
HOMO-LUMO gap (alpha / beta), eV: 7.08 / 6.97
Multiplicity: 3
Total charge: +1
Calculated total energy, Ha: -1659.40130
E_HOMO (alpha / beta), eV: -11.71 / -11.61

No. 4
Here is a 10-piece molecular cluster, C6H33NO10 overall at a distorted geometry from the OMol25 dataset. Energies are from wB97M-V/def2-TZVPD.

Geometry (Å):
C  -1.17666  1.89964  -1.53769
N  -0.94513  0.55002  -1.24338
C  -1.74846  0.21019  -0.00114
C  -3.08407  -0.21499  -0.75446
C  -2.93045  -1.60633  -1.29304
C  -4.26180  -0.14987  0.25068
C  -1.01554  -0.94825  0.81278
O  -0.84260  -0.25608  1.96778
H  -1.00346  2.68815  -0.79078
H  -2.17604  2.07379  -1.87502
H  -0.40507  2.15077  -2.32764
H  0.13460  0.39915  -0.97778
H  -2.13002  1.05654  0.66358
H  -3.35563  0.52147  -1.53585
H  -3.55663  -1.92319  -2.06913
H  -2.00118  -2.10121  -1.52977
H  -3.22140  -2.33471  -0.43141
H  -5.01187  0.54279  -0.21307
H  -4.00664  0.24894  1.23520
H  -4.75124  -1.12164  0.49460
H  0.06044  -0.96275  0.34005
H  -1.57589  -1.85203  1.22400
H  -0.49794  -0.68830  2.72823
H  2.96939  3.30637  -1.83223
H  2.15856  3.17813  -0.47868
O  2.41278  2.77663  -1.32607
H  0.71499  -3.52336  -1.71497
H  1.44378  -3.18233  -0.57025
O  0.55317  -3.25131  -0.79020
H  -1.23254  -4.47241  2.28540
H  -0.42361  -3.86876  1.08459
O  -0.45327  -4.13484  1.89588
H  0.84033  3.90581  0.65234
H  2.36587  4.01784  1.44993
O  1.80751  4.40838  0.68860
H  1.53866  2.27291  3.72954
H  -0.01384  2.29627  3.93612
O  0.85742  2.14196  4.33257
H  2.05358  -0.87669  -3.23346
H  3.28983  -0.44574  -2.48772
O  2.81504  -1.25887  -2.72877
H  3.78605  -3.54928  -0.19072
H  3.64001  -2.05391  -0.53450
O  3.29949  -2.83585  -0.65939
H  4.78595  0.68116  -0.08255
H  3.47457  1.46748  -0.43014
O  3.77099  0.56928  -0.12424
H  0.20057  1.38687  1.64889
H  1.73973  1.03695  0.92017
O  1.10768  1.82522  1.42312

Summary:
Energy above the lowest of the compared OMol25 structures with the same formula, charge and spin, kcal/mol: 152.50
LUMO level, eV: 0.0
HOMO-LUMO gap, eV: 8.93
Structure (SMILES): CN[C@H](CO)C(C)C.O.O.O.O.O.O.O.O.O
Calculated total energy, Ha: -1055.36710
E_HOMO, eV: -8.93

No. 5
Here is a 10-piece molecular cluster, C6H34N2O9 overall at a distorted geometry from the OMol25 dataset. Energies are from wB97M-V/def2-TZVPD.

Geometry (Å):
C  -0.82873  0.36176  -0.43486
N  0.41020  1.07495  0.01307
C  0.22962  1.78384  1.30188
C  0.32917  0.90665  2.59480
C  -0.71242  0.03128  -1.94813
N  -1.05117  -1.39915  -2.16980
C  -2.49178  -1.72374  -1.94498
C  -0.67490  -1.77159  -3.55056
H  -1.73561  0.93045  -0.20975
H  -0.80637  -0.56200  0.11482
H  1.10830  0.19571  0.00651
H  -0.73444  2.27557  1.35343
H  1.02635  2.59645  1.30931
H  1.26450  0.99967  3.13659
H  -0.39779  0.96888  3.39599
H  0.33879  -0.14063  2.44136
H  0.30072  0.31591  -2.35296
H  -1.42251  0.70167  -2.58682
H  -2.79151  -1.50613  -0.90847
H  -2.68590  -2.81920  -1.97388
H  -3.07561  -1.15530  -2.59000
H  -0.57176  -2.89121  -3.85100
H  -1.50082  -1.67291  -4.23883
H  0.28985  -1.38951  -3.85833
H  -0.58451  2.75796  -1.53158
H  -0.67333  4.02411  -2.47274
O  -0.48123  3.07388  -2.44271
H  2.56835  -2.89264  2.49428
H  1.79464  -1.88102  1.57869
O  1.84580  -2.20166  2.51461
H  -0.38198  -3.17055  2.37646
H  0.41672  -2.41943  3.42679
O  -0.55908  -2.46745  3.02683
H  -2.54994  2.68408  1.78107
H  -1.62628  2.80672  2.87726
O  -2.48509  2.94744  2.60984
H  3.36637  -0.75932  -0.02543
H  2.16024  -1.19282  -0.79453
O  2.43631  -0.98521  0.12327
H  0.45917  -2.29989  -0.30881
H  -0.17113  -3.27183  -1.25307
O  0.52865  -3.20277  -0.64932
H  4.18298  1.69445  -1.42294
H  2.78631  1.37608  -1.13837
O  3.64852  0.86562  -1.30068
H  1.55819  3.66735  -1.76553
H  1.01362  2.54533  -0.94274
O  1.81597  3.21214  -0.85845
H  -2.50769  0.24059  2.47860
H  -2.16958  -1.11164  2.69492
O  -2.85825  -0.60509  2.19510

Summary:
Energy above the lowest of the compared OMol25 structures with the same formula, charge and spin, kcal/mol: 127.76
LUMO level, eV: 0.2
HOMO-LUMO gap, eV: 9.24
Structure (SMILES): CCNCCN(C)C.O.O.O.O.O.O.O.O.O
Calculated total energy, Ha: -1035.53638
E_HOMO, eV: -9.00

No. 6
Here is C6H34NO13 as an isolated structure at a distorted geometry from the OMol25 dataset. Energies are from wB97M-V/def2-TZVPD.

Geometry (Å):
C  0.40455  0.30197  -2.03937
O  1.74564  0.56064  -1.68314
C  -0.38360  1.61488  -1.72665
C  -1.28566  1.26971  -0.52033
C  -0.58267  1.10107  0.78123
C  -0.16762  -0.06072  1.32185
C  -1.17578  2.08323  2.80020
N  -0.62673  2.21720  1.65614
H  0.54863  0.15346  -3.14455
H  0.05025  -0.64041  -1.59574
H  -0.87839  1.86007  -2.67711
H  0.30360  2.36808  -1.35468
H  -1.86178  0.35744  -0.74053
H  -2.08433  2.02822  -0.43039
H  0.20288  -0.91549  0.77836
H  -0.00793  -0.02051  2.37411
H  -1.24555  2.95121  3.38707
H  -1.61499  1.13412  3.14999
H  -2.49887  -1.80722  -4.00906
H  -2.07588  -2.01638  -2.55254
O  -2.79482  -1.65255  -3.09799
H  -1.97435  -2.35388  -0.10622
H  -0.56926  -2.68603  -0.60859
O  -1.44558  -2.40689  -0.94339
H  1.48721  -3.63977  0.60551
H  0.92800  -4.43821  -0.49901
O  0.64828  -3.70855  0.04330
H  2.94114  0.85533  0.51021
H  2.12363  1.96043  1.06963
O  3.02191  1.63441  1.09868
H  3.28316  -1.13867  -0.84144
H  2.25622  -0.04950  -0.72389
O  2.89364  -0.78463  -0.02374
H  -0.06646  -2.91491  3.84965
H  -0.89286  -2.18383  2.92198
O  -1.03256  -2.74889  3.70038
H  2.43318  -2.00957  2.54322
H  2.38441  -1.69229  0.95395
O  2.25642  -2.42616  1.73647
H  2.39173  2.09136  -1.95299
H  2.92621  3.06773  -1.02846
O  2.80386  3.01420  -1.98180
H  -3.79292  -1.06967  0.07381
H  -3.88271  -2.45906  0.92342
O  -3.35359  -1.67827  0.72170
H  -0.09412  4.18234  -2.36425
H  1.27702  3.92856  -2.71805
O  0.56866  4.56252  -2.94292
H  3.15765  0.96381  2.73099
H  3.25268  1.63142  4.07788
O  3.01056  0.81311  3.69867
H  -4.55330  0.35830  -1.76596
H  -3.82487  -1.01970  -1.96905
O  -4.53391  -0.54307  -1.46655

Summary:
Energy above the lowest of the compared OMol25 structures with the same formula, charge and spin, kcal/mol: 27.56
LUMO level, eV: 2.6
HOMO-LUMO gap, eV: 8.30
Total charge: -1
Calculated total energy, Ha: -1281.89845
E_HOMO, eV: -5.71